{"formula": "C62H159N9O26", "method": "the ωB97M-V functional and the def2-TZVPD basis", "elements": ["C", "C", "O", "O", "H", "H", "H", "H", "H", "H", "C", "C", "O", "O", "H", "H", "H", "H", "H", "H", "C", "C", "O", "O", "H", "H", "H", "H", "H", "H", "C", "C", "O", "O", "H", "H", "H", "H", "H", "H", "C", "O", "C", "C", "N", "C", "C", "O", "C", "H", "H", "H", "H", "H", "H", "H", "H", "H", "H", "H", "H", "H", "H", "H", "C", "O", "C", "C", "N", "C", "C", "O", "C", "H", "H", "H", "H", "H", "H", "H", "H", "H", "H", "H", "H", "H", "H", "H", "C", "O", "C", "C", "N", "C", "C", "O", "C", "H", "H", "H", "H", "H", "H", "H", "H", "H", "H", "H", "H", "H", "H", "H", "C", "O", "C", "C", "N", "C", "C", "O", "C", "H", "H", "H", "H", "H", "H", "H", "H", "H", "H", "H", "H", "H", "H", "H", "C", "O", "C", "C", "N", "C", "C", "O", "C", "H", "H", "H", "H", "H", "H", "H", "H", "H", "H", "H", "H", "H", "H", "H", "C", "O", "C", "C", "N", "C", "C", "O", "C", "H", "H", "H", "H", "H", "H", "H", "H", "H", "H", "H", "H", "H", "H", "H", "C", "O", "C", "C", "N", "C", "C", "O", "C", "H", "H", "H", "H", "H", "H", "H", "H", "H", "H", "H", "H", "H", "H", "H", "C", "O", "C", "C", "N", "C", "C", "O", "C", "H", "H", "H", "H", "H", "H", "H", "H", "H", "H", "H", "H", "H", "H", "H", "C", "O", "C", "C", "N", "C", "C", "O", "C", "H", "H", "H", "H", "H", "H", "H", "H", "H", "H", "H", "H", "H", "H", "H"], "positions_angstrom": [[1.635, 1.806, 5.238], [1.697, 2.277, 3.763], [0.941, 3.467, 3.511], [0.415, 1.170, 5.433], [1.785, 2.619, 5.948], [2.382, 1.047, 5.472], [1.361, 1.519, 3.056], [2.732, 2.488, 3.496], [1.409, 4.159, 3.036], [-0.001, 1.597, 6.185], [2.714, 4.707, -3.872], [1.499, 3.790, -3.702], [0.337, 4.568, -3.255], [3.109, 5.402, -2.735], [2.498, 5.426, -4.662], [3.591, 4.215, -4.293], [1.531, 2.916, -3.052], [1.241, 3.383, -4.679], [0.396, 4.625, -2.298], [3.379, 4.756, -2.079], [0.692, -0.414, 1.553], [0.134, 0.823, 0.865], [0.514, 0.849, -0.512], [-0.138, -0.892, 2.635], [1.680, -0.394, 2.013], [0.600, -1.290, 0.911], [0.497, 1.791, 1.210], [-0.950, 0.709, 0.865], [-0.244, 0.591, -1.041], [0.068, -0.216, 3.285], [5.084, -3.324, 0.997], [5.522, -3.227, 2.457], [4.751, -2.112, 3.044], [5.871, -2.540, 0.119], [4.021, -3.156, 0.819], [5.141, -4.370, 0.696], [6.556, -2.957, 2.667], [5.115, -4.093, 2.980], [4.932, -1.411, 2.414], [5.729, -2.975, -0.725], [-8.741, -1.780, 2.802], [-7.320, -1.670, 3.052], [-6.617, -0.447, 2.831], [-5.156, -0.729, 3.294], [-4.682, -1.584, 2.223], [-3.665, -2.439, 2.727], [-4.185, -3.708, 3.487], [-3.284, -4.841, 3.571], [-2.094, -4.494, 4.393], [-9.013, -1.665, 1.753], [-9.496, -1.131, 3.246], [-8.931, -2.816, 3.083], [-6.949, 0.334, 3.514], [-6.546, -0.062, 1.814], [-5.291, -1.074, 4.319], [-4.526, 0.157, 3.370], [-5.573, -2.032, 2.063], [-2.900, -1.995, 3.363], [-3.078, -2.732, 1.856], [-5.111, -3.896, 2.943], [-4.526, -3.437, 4.486], [-2.516, -4.067, 5.303], [-1.602, -3.648, 3.912], [-1.355, -5.213, 4.745], [-2.691, 1.142, -10.941], [-3.669, 1.554, -10.083], [-4.819, 2.268, -10.755], [-5.635, 2.913, -9.642], [-4.711, 3.389, -8.570], [-5.161, 3.441, -7.210], [-4.179, 4.298, -6.378], [-3.170, 3.362, -6.076], [-2.004, 3.728, -5.269], [-3.124, 0.492, -11.701], [-2.038, 0.499, -10.350], [-2.334, 2.042, -11.441], [-5.470, 1.642, -11.367], [-4.370, 3.019, -11.405], [-6.342, 2.251, -9.141], [-6.247, 3.784, -9.879], [-3.961, 2.718, -8.495], [-5.301, 2.409, -6.885], [-6.109, 3.957, -7.055], [-4.626, 4.784, -5.510], [-3.811, 5.212, -6.845], [-2.311, 4.548, -4.620], [-1.093, 4.026, -5.787], [-1.748, 2.871, -4.646], [1.903, -3.831, 3.791], [1.907, -4.528, 2.509], [2.630, -5.804, 2.459], [1.820, -7.033, 2.992], [1.703, -6.819, 4.468], [1.068, -7.942, 5.087], [1.158, -7.778, 6.656], [-0.034, -8.234, 7.331], [0.231, -8.321, 8.668], [1.643, -2.791, 3.591], [2.893, -3.775, 4.243], [1.170, -4.316, 4.435], [3.560, -5.731, 3.023], [2.764, -6.076, 1.412], [1.930, -8.081, 2.712], [0.945, -6.843, 2.370], [1.145, -5.978, 4.426], [1.316, -8.889, 4.608], [0.036, -7.879, 4.742], [1.279, -6.713, 6.851], [2.127, -8.228, 6.873], [1.262, -8.555, 8.933], [-0.540, -8.922, 9.151], [0.193, -7.322, 9.101], [-1.651, -1.417, 6.528], [-1.082, -1.984, 7.838], [-2.180, -2.252, 8.812], [-1.776, -3.472, 9.813], [-0.380, -3.661, 10.164], [0.019, -2.563, 11.049], [1.496, -2.808, 11.497], [2.554, -2.548, 10.591], [2.871, -3.602, 9.738], [-1.779, -0.335, 6.536], [-2.564, -1.869, 6.139], [-0.961, -1.634, 5.712], [-3.022, -2.674, 8.264], [-2.342, -1.352, 9.405], [-2.092, -4.391, 9.318], [-2.304, -3.427, 10.766], [0.155, -3.373, 9.357], [-0.580, -2.588, 11.959], [-0.061, -1.645, 10.467], [1.657, -3.802, 11.916], [1.706, -2.173, 12.357], [2.276, -3.617, 8.824], [2.524, -4.566, 10.110], [3.918, -3.535, 9.443], [-5.920, 3.524, 3.126], [-4.940, 4.203, 3.909], [-3.662, 4.343, 3.293], [-2.925, 5.627, 3.735], [-3.618, 6.970, 3.530], [-3.689, 7.208, 2.116], [-3.784, 8.729, 1.766], [-2.486, 9.314, 1.973], [-2.600, 10.679, 1.583], [-6.937, 3.779, 3.421], [-5.817, 2.462, 3.349], [-6.034, 3.771, 2.071], [-3.502, 4.428, 2.218], [-3.094, 3.527, 3.739], [-1.925, 5.638, 3.301], [-3.028, 5.502, 4.813], [-4.578, 6.823, 3.808], [-4.550, 6.652, 1.744], [-2.809, 6.876, 1.565], [-4.566, 9.253, 2.315], [-4.098, 8.861, 0.731], [-1.732, 11.307, 1.783], [-3.408, 11.204, 2.092], [-2.671, 10.775, 0.499], [-4.286, 3.773, -1.549], [-3.797, 4.684, -0.581], [-2.404, 5.067, -0.730], [-1.356, 4.044, -0.297], [-0.004, 4.461, -0.457], [0.304, 5.442, 0.540], [1.822, 5.789, 0.770], [2.386, 4.769, 1.626], [3.739, 5.030, 2.034], [-5.329, 3.542, -1.332], [-3.612, 2.924, -1.433], [-4.143, 4.142, -2.564], [-2.198, 6.048, -0.301], [-2.129, 5.270, -1.765], [-1.557, 3.183, -0.935], [-1.456, 3.684, 0.727], [0.530, 3.635, -0.229], [-0.052, 4.926, 1.432], [-0.242, 6.369, 0.362], [1.727, 6.750, 1.275], [2.251, 5.971, -0.215], [4.139, 4.142, 2.524], [3.911, 5.958, 2.580], [4.124, 5.212, 1.031], [2.580, -2.634, -7.748], [2.502, -3.738, -6.878], [1.688, -4.790, -7.310], [2.176, -5.955, -6.562], [1.523, -6.172, -5.186], [1.965, -5.133, -4.269], [1.729, -5.495, -2.767], [0.383, -5.414, -2.360], [0.154, -5.078, -0.991], [3.195, -2.752, -8.641], [2.823, -1.722, -7.203], [1.635, -2.459, -8.262], [1.892, -4.920, -8.373], [0.603, -4.742, -7.216], [3.243, -5.842, -6.370], [2.035, -6.817, -7.214], [0.530, -6.146, -5.369], [1.482, -4.182, -4.493], [3.014, -4.861, -4.388], [2.417, -4.969, -2.105], [1.767, -6.568, -2.577], [-0.922, -5.046, -0.818], [0.688, -4.205, -0.615], [0.512, -5.924, -0.406], [-2.684, -0.550, -1.063], [-1.635, -0.371, -1.991], [-1.451, -1.595, -2.732], [-0.416, -1.441, -3.983], [-0.977, -0.582, -4.985], [-0.019, -0.406, -6.186], [-0.576, 0.391, -7.315], [-0.172, 1.781, -7.247], [-0.763, 2.502, -8.226], [-2.366, -1.329, -0.370], [-3.613, -0.771, -1.590], [-2.851, 0.386, -0.529], [-2.384, -1.993, -3.131], [-1.074, -2.339, -2.030], [-0.182, -2.402, -4.440], [0.509, -1.061, -3.549], [-1.402, 0.293, -4.712], [0.333, -1.353, -6.593], [0.829, 0.164, -5.806], [-1.637, 0.180, -7.451], [-0.127, 0.042, -8.245], [-1.824, 2.471, -7.979], [-0.548, 2.148, -9.234], [-0.486, 3.548, -8.093], [9.837, 0.161, -7.307], [9.707, 0.327, -5.902], [9.442, -0.827, -5.096], [8.884, -0.384, -3.666], [7.514, 0.191, -3.969], [6.946, 0.779, -2.743], [5.742, 1.712, -3.101], [5.409, 2.594, -2.076], [5.080, 2.020, -0.798], [10.231, 1.106, -7.679], [8.918, 0.035, -7.879], [10.545, -0.608, -7.615], [10.307, -1.488, -5.042], [8.659, -1.428, -5.558], [9.526, 0.318, -3.134], [8.783, -1.236, -2.992], [7.576, 0.962, -4.618], [7.755, 1.385, -2.335], [6.695, 0.010, -2.012], [4.902, 1.054, -3.321], [5.974, 2.285, -3.999], [4.683, 2.716, -0.059], [5.910, 1.475, -0.350], [4.223, 1.389, -1.038]], "forces_ev_per_angstrom": [[0.5928, 0.1025, -1.2115], [0.7613, 1.2649, 0.1216], [-1.0659, -0.8438, 1.1584], [-1.5078, -0.2037, 0.6099], [-0.0098, 0.2959, -0.2523], [0.5867, 0.1327, -0.4327], [-0.0733, -0.2939, 0.4491], [0.3228, -0.1644, 0.0860], [0.6346, -0.2565, -0.3603], [-0.3412, -0.2232, -0.0764], [0.0621, -0.6769, -0.8635], [-1.4605, 1.0265, -0.0035], [0.9815, -0.6592, -1.4693], [-0.1693, 0.5835, 0.9135], [-0.4792, 0.3143, 0.2964], [0.0219, -0.8085, 0.0335], [0.8698, 0.0326, 0.3230], [-0.0139, 0.0806, -0.2045], [-0.1030, 0.1460, 0.7859], [0.2257, -0.1391, 0.0494], [-0.6753, -1.7656, 0.5088], [0.2320, -0.2834, -1.2876], [0.6015, 0.1993, -0.1062], [0.0289, 1.1547, 0.1993], [0.4494, 0.5022, -0.7788], [0.5884, 0.4334, -0.7778], [-0.3674, -0.1411, 0.8642], [-0.1076, 0.3923, 0.7166], [-0.1573, -0.3888, -0.3946], [-0.6354, -0.1366, 1.0333], [0.4869, -1.4697, -0.0489], [-2.3736, 1.7222, 0.1191], [0.5763, -0.4733, -0.2419], [0.0138, 0.0636, 0.0086], [-0.2250, 0.6497, 0.7586], [0.5258, -0.4118, 0.0009], [0.2013, -0.8296, -0.4871], [0.6401, -0.1122, 0.0730], [-0.2035, 0.4998, 0.1672], [0.2954, 0.4152, -0.3526], [0.4996, -0.6762, -0.8095], [-0.8303, 0.7348, -0.2812], [0.9127, 1.0675, 1.8499], [-1.6839, 1.3975, -0.8735], [-0.2499, 0.9056, 1.8337], [1.7176, -2.4657, -0.2522], [0.4551, 0.5723, -0.3912], [0.8218, 0.3144, 0.2655], [-1.9755, 1.8420, -0.1764], [0.5706, -0.1828, -0.4615], [0.7766, 0.4671, 1.0791], [-0.2858, 0.1633, 0.0198], [-0.7359, 0.1680, -0.1836], [-0.6028, -0.3201, -0.2970], [0.4434, -0.9287, 0.0709], [-0.2206, 0.3558, -0.1396], [0.5359, -1.4546, -0.8434], [-0.3843, 1.0026, -0.0433], [0.1585, -0.7134, -0.0124], [0.1586, -1.2716, -0.0508], [0.1751, 0.1046, 0.3410], [0.0580, 0.0076, 0.3971], [0.4354, -0.2188, -0.1734], [-0.6158, -0.8664, -0.9203], [-0.4600, -0.5516, -0.9971], [-3.7106, 0.8976, 0.3712], [1.3552, -0.0007, 1.2284], [0.5750, 0.4686, 2.4843], [0.6697, 0.2341, -1.1419], [-0.8964, 1.7537, 0.2479], [0.2538, -0.8511, 0.2316], [1.9226, -0.2235, 0.6190], [-1.5259, 0.2618, 0.1277], [0.0635, -0.2131, -0.4399], [0.6582, 0.5763, -0.2448], [1.1395, -0.2432, -0.1127], [0.3524, -0.5360, 0.0596], [0.0532, 0.1664, -0.0141], [-0.1695, -0.8113, -0.4285], [0.1446, -0.0531, -0.8932], [0.2646, 0.1062, -0.6308], [0.1669, 0.0688, 1.0043], [-0.4496, -0.0478, -0.6211], [-0.4091, -0.7720, 0.8432], [0.2237, -0.3211, -1.1400], [0.2062, 0.0759, 0.1994], [-0.3158, 0.0154, -0.5635], [-0.1281, -0.0249, -0.0709], [0.1786, -0.3325, -1.1576], [0.6590, -1.0300, 0.5308], [-0.2153, -0.8534, 0.0917], [-0.3475, 2.1524, 0.3987], [1.2607, -0.4385, -2.5630], [-2.5995, 0.8676, 0.8977], [-0.7818, -0.0142, -2.2885], [1.8987, -0.5833, -2.3010], [-0.1410, 1.1326, 1.9509], [-0.3922, -0.2021, -0.1442], [0.0735, -0.4601, 0.0870], [0.0966, 0.5586, 0.3004], [0.1829, 0.1716, -0.1902], [0.4457, 0.7562, -0.2157], [1.5981, 0.0933, 0.0911], [-1.3651, 0.0870, 0.6552], [-0.3786, -0.2841, 1.1908], [1.0421, -0.0850, 0.6511], [-0.8424, -0.2316, 0.7075], [-0.0368, 0.2171, 0.0082], [-0.2765, -0.5886, 1.0359], [0.0350, -1.0963, -0.2147], [0.3496, -0.2157, 0.0636], [-0.4907, 0.4716, 0.3329], [1.1734, -0.7031, 0.9220], [-2.5985, 0.3643, -1.3330], [2.0613, -1.3226, 0.2949], [-0.1176, 0.0890, -1.3853], [0.0093, 1.1270, -0.0037], [1.9029, -1.1029, 0.1464], [-0.0771, 0.6899, 0.7985], [-0.5059, 0.4340, 0.1245], [-0.7215, -0.5680, -0.9544], [0.0106, -0.0243, 0.5427], [-0.3693, -0.3047, 0.8979], [0.5967, -0.0154, 0.4493], [-0.3238, 0.6986, 0.1239], [-0.4570, 0.0863, -0.3319], [-0.1588, -0.0037, -0.0842], [-0.4380, 0.3254, -0.1877], [0.0547, -0.7863, -0.8327], [-0.1519, 0.2996, -0.0458], [0.0018, 0.5709, 0.5923], [-0.5254, -0.4539, -0.2694], [-0.0934, 0.4430, -0.0701], [-0.0422, 0.7178, -0.5609], [0.7917, -0.2985, 0.7596], [-0.0294, -0.2655, 0.3122], [-0.5858, -0.1846, 0.6844], [-0.6748, 1.1898, -1.6105], [1.2515, 0.5931, 0.2789], [-2.4339, 0.6791, 1.9718], [1.4419, -1.8523, -0.1791], [-0.5972, 1.7869, -1.0046], [0.4221, -1.2395, 0.1104], [-1.0325, 0.7975, -0.1903], [0.6665, 0.4168, -0.1815], [0.1041, 0.2863, 0.9468], [0.0444, -0.2487, -0.6596], [1.2057, -0.1025, -0.3018], [-1.3847, -1.0501, -0.5247], [0.5747, -0.1931, -0.6121], [0.0157, 0.0618, 0.4199], [1.2648, 0.3119, 0.3543], [-0.1087, -0.0052, 0.5339], [-0.0959, 0.2120, -0.8025], [0.1401, -0.2578, 0.3104], [0.1070, 0.0115, 0.6420], [0.2474, -0.1745, -0.4442], [0.5165, -0.6839, 0.5629], [-0.4058, -0.2307, -0.1015], [-0.6176, -0.1728, -0.2264], [1.5183, -0.1274, 0.3311], [1.0023, 1.3229, 0.5906], [0.0452, 0.2372, -0.6453], [-1.7459, -1.2040, -0.0262], [0.9980, 0.1255, -1.5044], [1.2912, -0.0991, 1.0799], [-2.5323, -0.3091, 0.3389], [-0.5867, 0.7635, 0.1135], [-0.5020, 0.3095, -2.1612], [0.2132, 0.0182, 0.0172], [-0.6179, -0.7986, -0.4297], [-0.2649, 0.2055, -0.1549], [-0.7426, -0.1330, 0.6436], [-0.4461, -0.2051, -0.5899], [0.3636, -0.2708, -0.0512], [-0.6885, 0.0871, 0.4565], [0.4429, -0.2368, -0.2400], [-0.0652, 0.9118, 1.0298], [0.0731, -0.0553, 0.0473], [0.6700, 0.0755, 0.3522], [0.8137, -0.4998, 0.0627], [-0.0370, 0.2228, -0.0870], [-0.4571, -0.1024, 0.4770], [1.5556, -0.2172, 0.2863], [-1.0473, 0.3801, -0.6341], [-0.1221, 1.5873, 0.2559], [0.9128, 0.1205, -1.0315], [-0.4210, -1.8285, 1.8961], [1.5983, -0.0686, -2.0822], [-0.8878, 0.2863, 1.4408], [-0.2972, -1.3832, -0.4598], [-1.7065, 2.4553, 0.0551], [0.3758, -1.3309, -0.3839], [0.9521, -0.4354, 0.3425], [0.2535, -0.2420, 0.0427], [-0.6636, 0.1528, 0.3933], [-0.0857, -0.2543, -0.3639], [-0.2755, 0.9048, 0.3132], [-0.0185, -0.1065, -0.1585], [-0.1276, -0.4560, 0.4501], [-0.2248, 0.1455, 0.4892], [-0.3239, 0.2888, 0.2831], [0.1861, -0.6696, -0.1724], [-0.0533, 0.3333, 0.0385], [1.8750, -0.3847, -0.6031], [0.0928, 0.3772, -0.1835], [-0.1163, 0.3617, -0.3278], [0.1321, -0.1486, 0.4516], [0.1317, 0.2972, -0.0142], [0.1498, -0.2195, -1.2754], [1.6081, -0.1054, -1.3485], [-1.5421, 0.8916, 2.2918], [0.6685, -0.6274, -2.8748], [-0.8559, 0.6598, 2.2659], [0.7185, 0.5471, -0.9052], [0.7994, -2.4245, 2.0149], [-1.5951, 1.4180, -0.2501], [-0.5249, -0.1658, 0.2687], [-0.1020, -0.3802, 0.1360], [0.2030, 0.0111, 0.0712], [-0.3201, 0.3667, -0.0029], [0.2548, -0.2074, -0.0040], [-0.2891, -0.2189, 0.2548], [0.4223, 0.1483, 0.1179], [0.4077, -0.0038, 0.3591], [-0.2697, -0.2707, 0.5546], [0.5424, -0.1644, -0.1453], [-0.4505, 0.7277, 0.2955], [0.1819, -0.3378, -0.2614], [-0.4913, 0.1717, -0.8796], [0.0393, -0.0091, -0.2006], [0.2978, 0.0127, -0.3036], [0.3528, 0.5406, -0.0016], [-0.1904, -0.1800, 0.2919], [-0.5239, 0.2477, 0.7772], [-0.9125, 0.2946, -2.6815], [0.3823, -0.8025, 1.3372], [0.2621, 0.8395, -0.9318], [0.6462, -1.7991, 0.7074], [0.2274, 1.6210, 1.2127], [-0.6400, -0.6411, -1.3380], [0.1697, 0.0507, 0.1593], [-0.4851, -0.3945, 0.4706], [0.0553, -0.2847, 0.2917], [0.4059, 0.2051, 0.2195], [-0.2770, 0.0272, -0.0324], [0.2453, 0.3297, -0.2654], [-0.1957, -0.2320, -0.2968], [0.5778, -0.1005, -0.3307], [-0.1425, 0.4393, 0.6947], [-0.1681, -0.0820, -0.1206], [-0.3526, -0.0774, -0.2042], [0.0167, 0.2070, 0.1580], [0.3953, 0.6950, -0.4832], [-0.0260, -0.1224, -0.1001], [0.0241, -0.7549, 0.5201]], "charge": 0, "total_energy_ev": -133493.63219, "lumo_ev": 0.26, "homo_lumo_gap_ev": 8.602, "e_above_lowest_kj_mol": 724.4}